Record 1
DFT (wB97M-V/def2-TZVPD) results for a cluster of 8 separate species, C23H49N3O16 in total in a non-equilibrium geometry.

Computed properties:
LUMO level (eV): -0.207
Relative energy (zero: lowest compared OMol25 entry of this formula, charge and spin) (kJ/mol): 177.5
HOMO level (eV): -9.897
HOMO-LUMO gap (eV): 9.690

Bonds (Å) are listed after each position.
Atoms and positions in Å:
1 C -1.357 1.385 -5.688  N2 1.481, H5 1.084, H6 1.088, H7 1.086
2 N -1.991 0.395 -4.788  C1 1.481, O3 1.204, O4 1.206
3 O -1.763 -0.764 -5.020  N2 1.204
4 O -2.697 0.795 -3.896  N2 1.206
5 H -1.642 2.408 -5.473  C1 1.084
6 H -1.677 1.154 -6.703  C1 1.088
7 H -0.283 1.250 -5.610  C1 1.086
8 C -4.753 -0.940 -3.833  N9 1.490, H12 1.086, H13 1.087, H14 1.083
9 N -4.869 -0.132 -2.586  C8 1.490, O10 1.212, O11 1.220
10 O -5.949 0.049 -2.069  N9 1.212
11 O -3.816 0.319 -2.164  N9 1.220
12 H -5.761 -1.075 -4.215  C8 1.086
13 H -4.370 -1.912 -3.531  C8 1.087
14 H -4.084 -0.417 -4.505  C8 1.083
15 C -0.906 0.354 -1.555  N16 1.499, H19 1.085, H20 1.083, H21 1.086
16 N 0.536 0.745 -1.436  C15 1.499, O17 1.214, O18 1.214
17 O 0.938 1.219 -0.394  N16 1.214
18 O 1.221 0.595 -2.427  N16 1.214
19 H -1.319 0.177 -0.568  C15 1.085
20 H -0.913 -0.528 -2.184  C15 1.083
21 H -1.399 1.196 -2.034  C15 1.086
22 C 6.819 -2.465 1.494  C23 1.503, H28 1.090, H29 1.091, H30 1.091
23 C 6.376 -1.292 2.322  C22 1.503, O24 1.452, H31 1.090, H32 1.089
24 O 5.765 -0.328 1.424  C23 1.452, C25 1.329
25 C 4.445 -0.362 1.272  O24 1.329, C26 1.495, O27 1.206
26 C 3.943 0.641 0.283  C25 1.495, H33 1.089, H34 1.093, H35 1.084
27 O 3.746 -1.215 1.760  C25 1.206
28 H 5.969 -2.914 0.981  C22 1.090
29 H 7.330 -3.190 2.130  C22 1.091
30 H 7.482 -2.124 0.698  C22 1.091
31 H 5.632 -1.512 3.087  C23 1.090
32 H 7.211 -0.775 2.793  C23 1.089
33 H 4.752 1.176 -0.214  C26 1.089
34 H 3.375 1.417 0.803  C26 1.093
35 H 3.256 0.245 -0.456  C26 1.084
36 C 1.472 3.643 -4.276  C37 1.503, H42 1.092, H43 1.094, H44 1.095
37 C 1.206 2.643 -3.186  C36 1.503, O38 1.444, H45 1.090, H46 1.088
38 O -0.190 2.616 -2.815  C37 1.444, C39 1.338
39 C -0.585 3.469 -1.863  O38 1.338, C40 1.502, O41 1.199
40 C -1.997 3.225 -1.412  C39 1.502, H47 1.089, H48 1.088, H49 1.083
41 O 0.115 4.341 -1.433  C39 1.199
42 H 1.322 4.693 -4.014  C36 1.092
43 H 0.904 3.567 -5.207  C36 1.094
44 H 2.520 3.537 -4.572  C36 1.095
45 H 1.416 1.647 -3.577  C37 1.090
46 H 1.782 2.813 -2.280  C37 1.088
47 H -1.889 2.916 -0.373  C40 1.089
48 H -2.421 2.383 -1.955  C40 1.088
49 H -2.593 4.124 -1.508  C40 1.083
50 C -5.163 1.315 1.330  C51 1.518, H56 1.089, H57 1.092, H58 1.089
51 C -3.650 1.375 1.211  C50 1.518, O52 1.443, H59 1.089, H60 1.089
52 O -3.131 2.204 2.272  C51 1.443, C53 1.333
53 C -3.114 3.525 2.094  O52 1.333, C54 1.495, O55 1.198
54 C -2.602 4.266 3.287  C53 1.495, H61 1.088, H62 1.091, H63 1.090
55 O -3.529 4.073 1.112  C53 1.198
56 H -5.645 2.243 1.024  C50 1.089
57 H -5.431 1.173 2.379  C50 1.092
58 H -5.572 0.481 0.761  C50 1.089
59 H -3.207 0.405 1.435  C51 1.089
60 H -3.343 1.758 0.239  C51 1.089
61 H -1.520 4.360 3.348  C54 1.088
62 H -2.990 3.861 4.223  C54 1.091
63 H -3.001 5.280 3.259  C54 1.090
64 C 1.204 -7.129 0.272  C65 1.520, H70 1.087, H71 1.091, H72 1.091
65 C 1.596 -6.141 1.358  C64 1.520, O66 1.427, H73 1.093, H74 1.088
66 O 1.746 -4.854 0.761  C65 1.427, C67 1.319
67 C 0.774 -3.965 0.822  O66 1.319, C68 1.497, O69 1.205
68 C 1.113 -2.645 0.203  C67 1.497, H75 1.092, H76 1.091, H77 1.086
69 O -0.289 -4.201 1.337  C67 1.205
70 H 0.275 -6.858 -0.223  C64 1.087
71 H 1.117 -8.129 0.701  C64 1.091
72 H 1.992 -7.163 -0.481  C64 1.091
73 H 0.830 -6.064 2.134  C65 1.093
74 H 2.497 -6.433 1.893  C65 1.088
75 H 2.036 -2.759 -0.369  C68 1.092
76 H 1.368 -1.886 0.944  C68 1.091
77 H 0.301 -2.299 -0.430  C68 1.086
78 C 0.610 -1.647 5.433  C79 1.521, H84 1.094, H85 1.092, H86 1.089
79 C 0.989 -1.591 3.961  C78 1.521, O80 1.417, H87 1.089, H88 1.094
80 O 1.016 -0.264 3.463  C79 1.417, C81 1.329
81 C -0.156 0.305 3.197  O80 1.329, C82 1.505, O83 1.199
82 C -0.011 1.645 2.527  C81 1.505, H89 1.085, H90 1.087, H91 1.091
83 O -1.233 -0.171 3.424  C81 1.199
84 H 1.356 -1.121 6.037  C78 1.094
85 H 0.597 -2.674 5.805  C78 1.092
86 H -0.347 -1.201 5.696  C78 1.089
87 H 1.965 -2.055 3.828  C79 1.089
88 H 0.327 -2.256 3.400  C79 1.094
89 H -0.572 1.607 1.599  C82 1.085
90 H 1.002 2.017 2.395  C82 1.087
91 H -0.510 2.418 3.114  C82 1.091



Record 2
DFT (wB97M-V/def2-TZVPD) results for a cluster of 6 separate species, C47H88F17N4O2 in total in a non-equilibrium geometry.

Computed properties:
LUMO level (eV): -4.556
Charge: +1
HOMO level (eV): -11.818
HOMO-LUMO gap (eV): 7.262

Bonds (Å) are listed after each position.
Atoms and positions in Å:
1 C 3.603 0.800 6.249  C2 1.596, H41 1.150, H42 1.137, H43 1.153
2 C 2.037 0.514 6.366  C1 1.596, O3 1.245, O4 1.449
3 O 1.537 0.154 7.447  C2 1.245
4 O 1.136 0.645 5.237  C2 1.449, C5 1.463
5 C 1.338 -0.536 4.398  O4 1.463, C6 1.617, H44 1.140, H45 1.142
6 C 2.015 -0.073 3.005  C5 1.617, N7 1.512, H46 1.140, H47 1.142
7 N 2.188 -1.322 2.171  C6 1.512, C8 1.316, H48 1.028
8 C 2.253 -1.349 0.857  N7 1.316, N9 1.493, N15 1.442
9 N 2.198 -0.013 0.193  C8 1.493, C10 1.536, H49 1.039
10 C 3.571 0.050 -0.494  N9 1.536, C11 1.634, C13 1.606, H50 1.144
11 C 4.240 1.427 0.076  C10 1.634, N12 1.486, H51 1.155, H52 1.150
12 N 5.508 1.798 -0.605  C11 1.486, H53 1.027, H54 1.027
13 C 4.563 -1.130 -0.047  C10 1.606, C14 1.634, H55 1.154, H56 1.154
14 C 3.931 -2.625 -0.239  C13 1.634, N15 1.495, H57 1.149, H58 1.137
15 N 2.459 -2.461 -0.038  C8 1.442, C14 1.495, C16 1.447
16 C 1.671 -3.664 0.127  N15 1.447, F17 1.412, F18 1.441, C19 1.621
17 F 1.271 -4.028 1.431  C16 1.412
18 F 2.517 -4.750 -0.302  C16 1.441
19 C 0.466 -3.641 -0.958  C16 1.621, F20 1.429, F21 1.433, C22 1.589
20 F 0.793 -2.733 -2.011  C19 1.429
21 F 0.460 -4.920 -1.603  C19 1.433
22 C -0.999 -3.460 -0.370  C19 1.589, F23 1.437, F24 1.427, C25 1.596
23 F -1.876 -3.590 -1.501  C22 1.437
24 F -1.352 -4.563 0.462  C22 1.427
25 C -1.342 -2.042 0.276  C22 1.596, F26 1.413, F27 1.437, C28 1.621
26 F -0.692 -1.967 1.529  C25 1.413
27 F -0.811 -0.956 -0.501  C25 1.437
28 C -2.931 -1.735 0.357  C25 1.621, F29 1.431, F30 1.428, C31 1.593
29 F -3.689 -2.927 0.591  C28 1.431
30 F -3.415 -1.256 -0.897  C28 1.428
31 C -3.363 -0.728 1.514  C28 1.593, F32 1.431, F33 1.433, C34 1.588
32 F -4.793 -0.683 1.474  C31 1.431
33 F -3.091 -1.219 2.833  C31 1.433
34 C -2.772 0.745 1.458  C31 1.588, F35 1.434, F36 1.431, C37 1.593
35 F -1.358 0.820 1.684  C34 1.434
36 F -3.336 1.438 2.576  C34 1.431
37 C -3.115 1.631 0.179  C34 1.593, F38 1.428, F39 1.407, F40 1.396
38 F -3.117 2.989 0.624  C37 1.428
39 F -2.164 1.583 -0.857  C37 1.407
40 F -4.370 1.419 -0.394  C37 1.396
41 H 4.110 0.287 7.145  C1 1.150
42 H 3.770 1.924 6.270  C1 1.137
43 H 3.970 0.330 5.262  C1 1.153
44 H 0.314 -1.014 4.256  C5 1.140
45 H 2.034 -1.277 4.918  C5 1.142
46 H 1.262 0.622 2.505  C6 1.140
47 H 3.051 0.388 3.136  C6 1.142
48 H 2.272 -2.210 2.684  N7 1.028
49 H 1.544 -0.055 -0.613  N9 1.039
50 H 3.471 0.161 -1.628  C10 1.144
51 H 4.332 1.384 1.226  C11 1.155
52 H 3.452 2.239 -0.128  C11 1.150
53 H 5.547 1.476 -1.579  N12 1.027
54 H 6.270 1.412 -0.036  N12 1.027
55 H 5.497 -1.130 -0.725  C13 1.154
56 H 4.976 -0.992 1.022  C13 1.154
57 H 4.104 -2.871 -1.348  C14 1.149
58 H 4.459 -3.336 0.475  C14 1.137
59 C -7.796 0.818 -5.861  C60 1.523, H65 1.093, H66 1.093, H67 1.093
60 C -7.867 -0.587 -5.280  C59 1.523, C61 1.530, H68 1.095, H69 1.095
61 C -8.069 -0.606 -3.764  C60 1.530, C62 1.532, H70 1.095, H71 1.096
62 C -6.943 0.033 -2.946  C61 1.532, C63 1.529, H72 1.096, H73 1.095
63 C -5.554 -0.567 -3.167  C62 1.529, C64 1.523, H74 1.096, H75 1.094
64 C -5.460 -2.034 -2.766  C63 1.523, H76 1.093, H77 1.093, H78 1.092
65 H -6.943 1.376 -5.467  C59 1.093
66 H -7.688 0.772 -6.948  C59 1.093
67 H -8.708 1.379 -5.636  C59 1.093
68 H -6.965 -1.144 -5.554  C60 1.095
69 H -8.705 -1.115 -5.747  C60 1.095
70 H -8.209 -1.644 -3.441  C61 1.095
71 H -9.005 -0.090 -3.524  C61 1.096
72 H -7.199 -0.048 -1.884  C62 1.096
73 H -6.899 1.106 -3.163  C62 1.095
74 H -4.831 0.003 -2.572  C63 1.096
75 H -5.248 -0.453 -4.211  C63 1.094
76 H -5.722 -2.168 -1.713  C64 1.093
77 H -4.440 -2.399 -2.909  C64 1.093
78 H -6.123 -2.660 -3.369  C64 1.092
79 C -9.548 2.247 -12.939  C80 1.523, H85 1.093, H86 1.093, H87 1.093
80 C -8.075 2.479 -12.631  C79 1.523, C81 1.530, H88 1.094, H89 1.095
81 C -7.548 1.600 -11.496  C80 1.530, C82 1.532, H90 1.095, H91 1.096
82 C -8.210 1.826 -10.133  C81 1.532, C83 1.529, H92 1.096, H93 1.095
83 C -8.129 3.255 -9.595  C82 1.529, C84 1.523, H94 1.096, H95 1.094
84 C -6.702 3.726 -9.350  C83 1.523, H96 1.094, H97 1.093, H98 1.093
85 H -10.183 2.497 -12.087  C79 1.093
86 H -9.861 2.872 -13.779  C79 1.093
87 H -9.730 1.203 -13.210  C79 1.093
88 H -7.908 3.537 -12.406  C80 1.094
89 H -7.493 2.263 -13.534  C80 1.095
90 H -6.468 1.754 -11.405  C81 1.095
91 H -7.679 0.547 -11.772  C81 1.096
92 H -7.747 1.147 -9.408  C82 1.096
93 H -9.264 1.532 -10.187  C82 1.095
94 H -8.678 3.301 -8.648  C83 1.096
95 H -8.632 3.950 -10.274  C83 1.094
96 H -6.191 3.068 -8.640  C84 1.094
97 H -6.704 4.736 -8.932  C84 1.093
98 H -6.120 3.753 -10.274  C84 1.093
99 C 4.161 2.500 -7.237  C100 1.523, H105 1.093, H106 1.093, H107 1.093
100 C 5.404 1.889 -6.606  C99 1.523, C101 1.530, H108 1.095, H109 1.095
101 C 5.491 0.372 -6.786  C100 1.530, C102 1.532, H110 1.095, H111 1.096
102 C 4.360 -0.429 -6.133  C101 1.532, C103 1.529, H112 1.096, H113 1.095
103 C 4.197 -0.218 -4.627  C102 1.529, C104 1.523, H114 1.097, H115 1.094
104 C 5.416 -0.651 -3.823  C103 1.523, H116 1.094, H117 1.094, H118 1.093
105 H 3.245 2.121 -6.776  C99 1.093
106 H 4.168 3.586 -7.110  C99 1.093
107 H 4.122 2.286 -8.309  C99 1.093
108 H 5.446 2.152 -5.544  C100 1.095
109 H 6.287 2.342 -7.069  C100 1.095
110 H 6.454 0.027 -6.396  C101 1.095
111 H 5.502 0.142 -7.857  C101 1.096
112 H 4.537 -1.494 -6.325  C102 1.096
113 H 3.412 -0.190 -6.625  C102 1.095
114 H 3.332 -0.800 -4.288  C103 1.097
115 H 3.967 0.829 -4.409  C103 1.094
116 H 5.641 -1.708 -3.993  C104 1.094
117 H 5.232 -0.516 -2.754  C104 1.094
118 H 6.301 -0.065 -4.082  C104 1.093
119 C 7.584 2.188 7.113  C120 1.523, H125 1.093, H126 1.094, H127 1.093
120 C 7.031 3.606 7.140  C119 1.523, C121 1.529, H128 1.095, H129 1.096
121 C 7.877 4.570 7.973  C120 1.529, C122 1.532, H130 1.095, H131 1.096
122 C 7.983 4.227 9.462  C121 1.532, C123 1.529, H132 1.096, H133 1.095
123 C 6.650 4.128 10.206  C122 1.529, C124 1.523, H134 1.095, H135 1.094
124 C 5.871 5.436 10.224  C123 1.523, H136 1.093, H137 1.093, H138 1.093
125 H 7.601 1.741 8.110  C119 1.093
126 H 6.962 1.552 6.476  C119 1.094
127 H 8.602 2.174 6.712  C119 1.093
128 H 5.998 3.591 7.503  C120 1.095
129 H 6.988 3.983 6.112  C120 1.096
130 H 7.471 5.580 7.860  C121 1.095
131 H 8.889 4.605 7.555  C121 1.096
132 H 8.604 4.988 9.948  C122 1.096
133 H 8.522 3.281 9.581  C122 1.095
134 H 6.852 3.829 11.240  C123 1.095
135 H 6.028 3.337 9.775  C123 1.094
136 H 6.458 6.233 10.688  C124 1.093
137 H 4.949 5.318 10.798  C124 1.093
138 H 5.593 5.755 9.216  C124 1.093
139 C -0.940 -2.534 7.025  C140 1.522, H145 1.092, H146 1.093, H147 1.095
140 C 0.298 -3.145 7.666  C139 1.522, C141 1.530, H148 1.094, H149 1.096
141 C 0.388 -4.661 7.484  C140 1.530, C142 1.532, H150 1.095, H151 1.097
142 C -0.747 -5.465 8.126  C141 1.532, C143 1.529, H152 1.096, H153 1.095
143 C -0.924 -5.258 9.631  C142 1.529, C144 1.523, H154 1.095, H155 1.094
144 C 0.288 -5.690 10.445  C143 1.523, H156 1.093, H157 1.093, H158 1.093
145 H -1.859 -2.915 7.477  C139 1.092
146 H -0.934 -1.448 7.154  C139 1.093
147 H -0.969 -2.747 5.951  C139 1.095
148 H 0.330 -2.884 8.728  C140 1.094
149 H 1.185 -2.689 7.212  C140 1.096
150 H 1.349 -5.006 7.882  C141 1.095
151 H 0.409 -4.890 6.411  C141 1.097
152 H -0.567 -6.529 7.933  C142 1.096
153 H -1.691 -5.226 7.625  C142 1.095
154 H -1.790 -5.840 9.961  C143 1.095
155 H -1.157 -4.212 9.849  C143 1.094
156 H 0.516 -6.746 10.275  C144 1.093
157 H 0.093 -5.556 11.512  C144 1.093
158 H 1.174 -5.101 10.195  C144 1.093



Record 3
DFT (wB97M-V/def2-TZVPD) results for a cluster of 2 separate species, C5H14O in total in a non-equilibrium geometry.

Computed properties:
LUMO level (eV): 0.989
Relative energy (zero: lowest compared OMol25 entry of this formula, charge and spin) (kJ/mol): 159.5
HOMO level (eV): -10.196
HOMO-LUMO gap (eV): 11.185

Bonds (Å) are listed after each position.
Atoms and positions in Å:
1 C 0.416 -1.254 -2.068  C2 1.581, H5 1.104, H6 1.082, H7 1.087
2 C -0.543 -0.151 -1.466  C1 1.581, C3 1.557, O4 1.434, H8 1.083
3 C -2.002 -0.685 -1.376  C2 1.557, H9 1.112, H10 1.081, H11 1.084
4 O -0.069 -0.074 -0.115  C2 1.434, H12 0.948
5 H -0.162 -2.158 -2.331  C1 1.104
6 H 0.980 -1.649 -1.233  C1 1.082
7 H 1.017 -0.917 -2.910  C1 1.087
8 H -0.501 0.818 -1.947  C2 1.083
9 H -1.950 -1.527 -0.650  C3 1.112
10 H -2.605 0.065 -0.884  C3 1.081
11 H -2.413 -1.176 -2.250  C3 1.084
12 H -0.753 -0.185 0.532  O4 0.948
13 C 0.527 1.355 2.784  C14 1.525, H15 1.107, H16 1.093, H17 1.077
14 C 1.624 0.705 1.948  C13 1.525, H18 1.080, H19 1.085, H20 1.108
15 H 0.556 2.406 2.437  C13 1.107
16 H -0.554 1.248 2.663  C13 1.093
17 H 0.787 1.484 3.821  C13 1.077
18 H 1.871 1.308 1.085  C14 1.080
19 H 1.617 -0.323 1.601  C14 1.085
20 H 2.608 0.820 2.445  C14 1.108



Record 4
DFT (wB97M-V/def2-TZVPD) results for a cluster of 2 separate species, C3H10N2O2 in total in a non-equilibrium geometry.

Computed properties:
LUMO level (spin up / spin down) (eV): -3.737 / -8.734
Spin multiplicity: 2
Charge: +1
Relative energy (zero: lowest compared OMol25 entry of this formula, charge and spin) (kJ/mol): 120.3
HOMO level (spin up / spin down) (eV): -15.382 / -15.145
HOMO-LUMO gap (spin up / spin down) (eV): 11.644 / 6.411

Bonds (Å) are listed after each position.
Atoms and positions in Å:
1 N 1.054 -1.242 -1.177  C2 1.447, H7 1.029, H8 1.016
2 C -0.172 -0.546 -1.507  N1 1.447, C3 1.531, H9 1.096, H10 1.092
3 C -0.307 0.791 -0.774  C2 1.531, N4 1.299, O6 1.237
4 N -0.501 0.771 0.510  C3 1.299, C5 1.483, H11 1.016
5 C -0.557 2.048 1.261  N4 1.483, H12 1.089, H13 1.075, H14 1.094
6 O -0.155 1.778 -1.503  C3 1.237
7 H 1.834 -0.602 -0.976  N1 1.029
8 H 1.415 -1.705 -2.007  N1 1.016
9 H -1.031 -1.134 -1.165  C2 1.096
10 H -0.340 -0.437 -2.580  C2 1.092
11 H -0.295 -0.085 1.017  N4 1.016
12 H 0.426 2.517 1.263  C5 1.089
13 H -0.977 1.881 2.237  C5 1.075
14 H -1.274 2.694 0.748  C5 1.094
15 H 0.502 -2.050 0.819  O17 0.971
16 H 0.156 -2.788 2.101  O17 0.971
17 O 0.222 -1.891 1.735  H15 0.971, H16 0.971